The following is a quantum chemistry calculation of 2 unconnected molecules or ions with the total composition C3H8NO4, from OMol25.

Geometry (Å):
O (-0.31261, 2.11842, 1.03995)
C (-0.48021, 0.93173, 1.38744)
O (-0.91961, 0.45030, 2.45122)
C (-0.08059, -0.12700, 0.32069)
C (0.83025, -1.15779, 0.92701)
O (1.21137, -2.21747, 0.02563)
N (0.47997, 0.51306, -0.85604)
H (-1.01851, -0.62533, 0.04007)
H (0.32296, -1.66148, 1.73622)
H (1.70726, -0.64977, 1.33335)
H (1.81256, -1.88662, -0.64658)
H (1.31931, 0.07677, -1.20736)
H (0.64520, 1.49498, -0.65179)
H (-2.44923, 0.93767, -1.48887)
H (-1.06549, 0.91491, -2.07093)
O (-2.00261, 0.88761, -2.34001)

Cartesian forces, eV/Å:
O 0.0 0.3 0.2
C 0.1 -0.2 0.1
O 0.0 0.2 0.0
C -0.4 -0.1 -0.3
C 0.2 -0.2 -0.1
O 0.0 0.0 0.1
N 0.0 0.2 -0.7
H 0.1 -0.1 0.0
H -0.1 0.0 0.2
H 0.3 -0.1 0.0
H -0.1 0.1 0.1
H 0.1 0.0 0.0
H 0.0 0.0 0.3
H -0.1 0.0 0.0
H 0.1 -0.3 0.1
O -0.1 0.1 -0.1

The gap between HOMO and LUMO is 0.2970 hartree. The value obtained for the LUMO energy is 3.506 eV. For the energy above the lowest of the compared OMol25 structures with the same formula, charge and spin, the calculation gives 10.3 kcal per mole. Its total charge is -1.

The following is a quantum chemistry calculation of 2 unconnected molecules or ions with the total composition C3H8NO6S in a non-equilibrium geometry, from OMol25.

Geometry (Å):
N (3.00321, 1.03758, -1.70405)
O (4.15821, 0.96558, -1.24705)
O (2.31621, 2.04758, -1.48805)
O (2.48421, 0.10658, -2.32605)
O (-0.44879, 0.29758, 2.38795)
S (0.22221, -0.53742, 1.45895)
O (0.28021, -1.90342, 1.66295)
O (-0.76079, -0.18942, 0.17295)
C (-2.11579, -0.78942, 0.14595)
C (-3.01279, -0.01642, -0.84005)
C (1.80621, 0.07358, 1.13795)
H (-2.21779, -0.51142, 1.18295)
H (-2.22179, -1.64142, -0.10505)
H (-3.52079, 0.87658, -0.39705)
H (-3.73479, -0.72342, -1.00505)
H (-2.52879, 0.15858, -1.85605)
H (2.26721, -0.48442, 0.26495)
H (2.41521, 0.13158, 1.84495)
H (1.60921, 1.10158, 0.70895)

Cartesian forces, eV/Å:
N -0.4 0.4 0.4
O 0.4 -0.3 0.0
O -0.2 1.0 0.3
O 0.2 -1.1 -0.5
O 0.1 0.8 2.4
S -2.5 3.2 -1.5
O 0.2 -4.1 0.5
O 2.5 -1.1 -2.1
C 2.3 13.2 3.6
C 1.9 1.8 0.4
C -4.7 1.0 -9.6
H -2.2 -0.8 0.5
H 0.0 -11.5 -2.6
H 0.8 -0.5 -0.6
H -2.4 -1.6 -0.7
H -0.4 0.1 1.5
H -0.6 0.4 1.0
H 4.6 0.1 6.7
H 0.4 -0.9 0.4

The gap between HOMO and LUMO is 0.2798 hartree. The value obtained for the LUMO energy is 3.135 eV. For the energy above the lowest of the compared OMol25 structures with the same formula, charge and spin, the calculation gives 21.4 kcal per mole. Its total charge is -1.

The following is a quantum chemistry calculation of 2 unconnected molecules or ions with the total composition C3H8NO7PS in a non-equilibrium geometry, from OMol25.

Geometry (Å):
C (-1.03846, -0.11302, 0.74408)
C (-2.10271, -0.58164, -0.28048)
C (-0.10854, 0.92995, 0.20166)
N (-1.80713, -1.70581, -1.18056)
O (1.76359, 2.83922, 0.27540)
O (2.31580, 0.68611, 1.49524)
O (2.85916, -0.76242, -0.42336)
O (0.65661, 2.42838, 2.51046)
O (1.03383, -2.32690, -0.15263)
O (1.18877, -1.25013, -2.28732)
O (-0.45051, 1.61140, -0.87006)
P (1.23734, 1.82857, 1.25344)
S (1.42389, -1.05846, -0.80920)
H (-0.62487, -1.04409, 1.13543)
H (-1.43914, 0.32382, 1.75084)
H (-2.94908, -0.96761, 0.24560)
H (-2.54108, 0.23862, -0.82552)
H (2.65245, 0.10756, 0.56984)
H (-1.06807, -2.21510, -0.67143)
H (-1.15965, -1.25653, -1.84603)
H (0.15781, 2.28810, -0.83541)

Cartesian forces, eV/Å:
C -1.3 0.6 0.8
C -1.2 -0.1 0.9
C 1.9 -2.1 0.8
N 2.1 1.2 -0.2
O -0.6 0.1 -1.0
O -0.6 0.1 -0.4
O 0.4 0.3 -0.5
O -0.2 -1.2 -0.4
O -0.4 -0.4 0.7
O 0.7 0.8 0.8
O -3.0 -2.8 0.3
P 1.2 0.1 0.5
S -1.5 0.2 -0.8
H 1.1 0.3 -0.3
H 0.0 -0.3 -1.8
H -0.7 0.0 1.1
H 0.2 0.5 -0.5
H -0.4 0.5 1.0
H -0.4 -0.5 -0.2
H -0.3 -0.6 -0.4
H 3.0 3.4 -0.4

The gap between HOMO and LUMO (spin up / spin down) is 0.2472 / 0.2471 hartree. The value obtained for the LUMO energy (spin up / spin down) is 6.018 / 6.018 eV. For the energy above the lowest of the compared OMol25 structures with the same formula, charge and spin, the calculation gives 22.1 kcal per mole. Its total charge is -2.

The following is a quantum chemistry calculation of 2 unconnected molecules or ions with the total composition C3H8NOP in a non-equilibrium geometry, from OMol25.

Geometry (Å):
C (-0.64344, -1.93138, -2.24829)
C (0.38552, 2.50367, 1.38443)
C (-0.34937, -1.22817, 0.57065)
N (0.11992, -1.12944, -1.76941)
O (-0.11898, 1.17184, 1.19977)
P (0.92852, -0.16337, 1.19914)
H (-0.59972, -2.10518, -3.29555)
H (-1.28170, -2.68407, -1.91546)
H (1.31876, 2.43731, 1.70207)
H (-0.32166, 3.03404, 1.98838)
H (0.48112, 2.91078, 0.31583)
H (-1.25316, -0.57521, 0.46355)
H (-0.31769, -2.27445, 0.40274)
H (1.65187, 0.03364, 0.00215)

Cartesian forces, eV/Å:
C -0.3 -1.4 -2.1
C -3.3 -0.9 -4.3
C -0.3 1.9 -1.6
N 1.1 1.9 2.7
O 0.3 -0.6 0.2
P -0.6 0.7 0.7
H 0.3 0.4 -1.8
H -1.4 -1.0 2.0
H 4.2 0.2 2.2
H 0.0 0.5 0.3
H -0.4 0.1 1.5
H 0.5 -1.3 0.1
H -0.1 -0.6 0.3
H 0.0 0.1 -0.3

The gap between HOMO and LUMO (spin up / spin down) is 0.3190 / 0.2881 hartree. The value obtained for the LUMO energy (spin up / spin down) is 0.171 / 0.015 eV. For the energy above the lowest of the compared OMol25 structures with the same formula, charge and spin, the calculation gives 118.8 kcal per mole.

The following is a quantum chemistry calculation of C3H8NOPS2 in the gas phase in a non-equilibrium geometry, from OMol25.

Geometry (Å):
C (1.34769, -1.61683, 0.89313)
C (1.78597, -0.74743, -0.30421)
C (-1.76313, 2.39970, -0.77170)
N (0.04508, -1.08121, 1.13281)
O (0.81464, -0.77873, -1.30772)
P (-0.72644, -0.22048, -0.01829)
S (-2.50055, -0.66776, -0.71540)
S (-0.69976, 1.83506, 0.60989)
H (1.25988, -2.67553, 0.65553)
H (2.08728, -1.51831, 1.70916)
H (1.80704, 0.37088, 0.04062)
H (2.80212, -1.03144, -0.57458)
H (-2.57885, 1.73912, -0.65208)
H (-1.14784, 2.23440, -1.62091)
H (-1.94085, 3.45557, -0.74670)
H (-0.59230, -1.69700, 1.67046)

Cartesian forces, eV/Å:
C 1.0 0.5 -0.9
C 0.5 1.6 1.0
C 1.4 0.1 0.9
N -2.0 -0.9 2.3
O -2.5 1.1 2.2
P 0.6 -0.3 -2.8
S 1.3 -0.3 0.6
S 0.6 -1.0 -0.4
H 0.2 -0.1 -0.3
H -0.7 0.3 0.0
H 0.6 -1.8 0.0
H -0.1 -0.1 -0.7
H -1.2 0.0 -0.6
H 0.0 -0.4 -1.1
H -0.4 0.5 0.6
H 0.5 0.8 -0.5

The gap between HOMO and LUMO is 0.3322 hartree. The value obtained for the LUMO energy is -0.204 eV. As for the SMILES: CS[P@]1(=S)NCCO1. For the energy above the lowest of the compared OMol25 structures with the same formula, charge and spin, the calculation gives 45.7 kcal per mole.

The following is a quantum chemistry calculation of C3H8NOPS2 in the gas phase in a non-equilibrium geometry, from OMol25.

Geometry (Å):
C (-2.30759, -0.87586, -0.09681)
C (-1.52156, -0.90526, 1.25031)
C (2.64789, 1.91552, -0.72210)
N (-1.91654, 0.18670, -0.88775)
O (-0.08779, -1.02450, 1.08382)
P (0.91045, -0.49898, -0.06583)
S (2.39055, -1.70796, -0.29591)
S (1.62831, 1.33966, 0.67272)
H (-2.24939, -1.84282, -0.46342)
H (-3.25695, -0.55049, 0.39397)
H (-1.57690, -0.06311, 1.90145)
H (-1.79261, -1.83278, 1.75523)
H (3.69903, 2.10214, -0.34071)
H (2.22332, 2.94276, -0.97925)
H (2.54301, 0.98845, -1.44454)
H (-1.33322, -0.17347, -1.76118)

Cartesian forces, eV/Å:
C -0.3 2.6 2.2
C 2.2 -0.8 0.1
C 0.1 -0.4 -0.2
N 3.6 -0.7 -2.6
O 0.0 -0.3 -0.5
P -1.3 0.3 1.1
S -0.3 -0.1 -0.7
S -0.6 0.2 0.5
H -0.3 -1.9 -1.0
H -0.1 -0.8 -0.7
H -1.0 0.8 0.1
H -0.1 0.1 0.1
H -1.2 -0.7 -0.7
H 0.5 -1.8 -0.4
H 0.8 2.6 0.7
H -1.8 0.8 2.0

The gap between HOMO and LUMO (spin up / spin down) is 0.2078 / 0.2079 hartree. The value obtained for the LUMO energy (spin up / spin down) is -2.345 / -2.343 eV. For the energy above the lowest of the compared OMol25 structures with the same formula, charge and spin, the calculation gives 114.9 kcal per mole.

The following is a quantum chemistry calculation of a gas-phase ion, C3H8NOS (charge -1) in a non-equilibrium geometry, from OMol25.

Geometry (Å):
C (-0.14121, -1.00889, 1.86063)
O (-1.31518, -0.49258, 2.15365)
C (0.55286, -0.56389, 0.41989)
C (-0.27979, 0.66277, -0.02591)
S (0.17485, 1.43718, -1.71790)
N (0.58286, -1.48770, -0.68633)
H (0.69468, -0.73569, 2.58007)
H (-0.14583, -2.12901, 1.71631)
H (1.54681, -0.17922, 0.66911)
H (-0.20736, 1.46179, 0.69786)
H (-1.32849, 0.47320, -0.19875)
H (1.45433, 1.59346, -1.36301)
H (-0.25977, -1.75086, -1.13903)
H (1.31794, -2.17814, -0.68238)

Cartesian forces, eV/Å:
C 0.7 -0.2 -0.9
O -0.3 0.2 -0.1
C -2.0 1.3 0.0
C 0.6 0.4 -1.0
S 0.1 -0.4 1.2
N 1.7 0.0 0.2
H -0.2 -0.3 0.1
H 0.2 0.0 0.4
H 0.3 -0.4 -0.4
H -0.1 0.0 0.1
H -0.3 -0.5 0.4
H 0.2 0.1 -0.3
H -0.6 -0.2 0.1
H -0.4 -0.1 0.1

The gap between HOMO and LUMO is 0.2123 hartree. The value obtained for the LUMO energy is 3.367 eV. As for the SMILES: N[C@H](C[O-])CS. For the energy above the lowest of the compared OMol25 structures with the same formula, charge and spin, the calculation gives 54.5 kcal per mole. Its total charge is -1.

The following is a quantum chemistry calculation of a gas-phase ion, C3H8NOS (charge +1) in a non-equilibrium geometry, from OMol25.

Geometry (Å):
C (1.08736, 0.59834, -0.44534)
C (0.88100, -0.82329, 0.04225)
C (-1.01752, -0.50536, 1.31045)
N (-0.20038, 1.14903, -0.54705)
O (0.24581, -0.83352, 1.28093)
S (-2.33534, -0.72167, 0.19847)
H (1.71958, 1.23774, 0.21113)
H (1.64350, 0.54731, -1.32014)
H (0.25544, -1.17602, -0.78390)
H (1.83010, -1.48791, 0.20514)
H (-1.32426, -0.09672, 2.20348)
H (-0.34264, 2.05684, -0.06892)
H (-0.69414, 0.99240, -1.37369)
H (-1.74850, -0.93717, -0.91281)

Cartesian forces, eV/Å:
C 1.0 0.9 2.5
C 3.0 -1.9 -1.4
C 1.2 -1.0 -3.2
N 0.0 2.0 2.5
O -2.8 1.1 0.7
S -0.8 0.0 2.9
H -0.5 -0.6 -0.1
H 0.9 -0.2 -2.0
H 0.0 -1.0 0.5
H -1.8 1.4 -0.6
H -0.7 0.5 2.3
H 0.0 -0.9 -1.1
H -0.8 0.3 -1.4
H 1.1 -0.5 -1.6

The gap between HOMO and LUMO (spin up / spin down) is 0.3080 / 0.3081 hartree. The value obtained for the LUMO energy (spin up / spin down) is -5.555 / -5.555 eV. For the energy above the lowest of the compared OMol25 structures with the same formula, charge and spin, the calculation gives 47.8 kcal per mole. Its total charge is +1.

The following is a quantum chemistry calculation of 2 unconnected molecules or ions with the total composition C3H8NOS in a non-equilibrium geometry, from OMol25.

Geometry (Å):
C (1.03531, 1.20082, -0.70902)
C (-3.48768, -0.89411, -0.13515)
C (2.39041, -0.35279, 0.62095)
N (1.13317, 0.10652, -0.06259)
O (-1.36860, 0.55179, 0.21010)
S (-2.86167, 0.51227, 0.49704)
H (1.95997, 1.73788, -0.68428)
H (0.07480, 1.62601, -0.97935)
H (-2.86288, -1.67579, -0.51268)
H (-4.54499, -1.03909, -0.19793)
H (3.14306, -0.85609, -0.13582)
H (2.98315, 0.54635, 0.85557)
H (2.05253, -0.98669, 1.34868)
H (0.35341, -0.47708, -0.11552)

Cartesian forces, eV/Å:
C 0.6 0.0 1.6
C -0.6 -2.9 -1.5
C 1.9 1.4 -4.4
N 2.3 1.0 -1.1
O -0.8 -0.6 -0.4
S 0.9 3.4 1.9
H 0.2 0.9 -0.5
H 0.2 -0.4 -0.6
H 0.4 -0.3 0.0
H -0.5 0.3 0.0
H -2.0 0.4 1.3
H -0.7 -0.4 0.8
H -0.1 -1.4 2.2
H -1.8 -1.2 0.6

The gap between HOMO and LUMO (spin up / spin down) is 0.2350 / 0.3048 hartree. The value obtained for the LUMO energy (spin up / spin down) is -4.787 / -6.318 eV. Its spin multiplicity is 3. For the energy above the lowest of the compared OMol25 structures with the same formula, charge and spin, the calculation gives 1.3 kcal per mole. Its total charge is +1.

The following is a quantum chemistry calculation of 2 unconnected molecules or ions with the total composition C3H8NOSe, from OMol25.

Geometry (Å):
C (-1.89653, -0.33335, 0.19684)
C (-0.85750, -1.42587, -0.02372)
C (-0.03264, 0.98031, -0.37841)
N (-1.32927, 0.91693, -0.27231)
O (3.45719, 0.58956, 0.22685)
Se (0.91857, -0.52137, -0.08638)
H (-2.81685, -0.54343, -0.34838)
H (-2.14283, -0.22107, 1.25935)
H (-0.87081, -2.17327, 0.76380)
H (-0.99489, -1.92190, -0.98581)
H (0.45216, 1.91697, -0.61239)
H (3.85928, 0.23307, 1.02430)
H (-1.92662, 1.72714, -0.38567)
H (4.18074, 0.77626, -0.37807)

Cartesian forces, eV/Å:
C -0.4 -0.5 0.4
C 0.1 -0.1 -0.3
C -0.5 0.7 0.0
N 0.6 0.3 -0.2
O -0.1 0.1 -0.1
Se -0.4 -0.9 0.2
H 0.0 0.0 0.0
H 0.0 0.0 -0.1
H 0.1 0.1 0.0
H 0.1 0.0 0.1
H 0.0 0.1 0.0
H 0.1 0.0 0.0
H 0.2 0.1 0.0
H 0.1 0.0 0.0

The gap between HOMO and LUMO is 0.3510 hartree. The value obtained for the LUMO energy is -4.293 eV. For the energy above the lowest of the compared OMol25 structures with the same formula, charge and spin, the calculation gives 0.0 kcal per mole. Its total charge is +1.